DFT (ωB97M-V/def2-TZVPD) results for a 2-piece molecular cluster, C5H12O2 overall.

The strongest force on any atom is 0.47 eV Å⁻¹. The value obtained for the HOMO-LUMO gap is 10.77 eV. The relative energy (zero: lowest compared OMol25 entry of this formula, charge and spin) is 0.297 eV. The calculation puts the HOMO energy at -9.9 eV. The structure (SMILES) is CCC(=O)CC.O.

Geometry (Å):
C 0.28680 -2.68075 0.67972
C 0.92556 -1.45868 0.03709
C -0.03625 -0.31070 -0.17881
O -1.12577 -0.28411 0.36638
C 0.43221 0.79519 -1.10239
C -0.58743 1.90996 -1.26678
H -0.23886 -2.40588 1.59638
H -0.44451 -3.13444 0.00427
H 1.04525 -3.42979 0.92311
H 1.73547 -1.05999 0.66460
H 1.38705 -1.70521 -0.92620
H 0.67394 0.32361 -2.06362
H 1.38531 1.17948 -0.71376
H -1.56606 1.49021 -1.51450
H -0.68170 2.45872 -0.32743
H -0.29305 2.60280 -2.05978
O -0.57953 1.93476 2.03087
H -1.05021 1.20241 1.60230
H -1.26823 2.57241 2.24856

Forces on the atoms, in the same order (eV/Å):
-0.03 -0.04 0.04
0.02 -0.01 -0.02
-0.22 -0.04 0.08
0.41 -0.05 -0.22
-0.02 0.00 0.01
-0.06 0.04 0.00
0.07 -0.03 -0.09
0.08 0.04 0.10
-0.10 0.08 -0.05
-0.08 -0.04 -0.08
0.00 0.03 0.11
-0.02 0.03 0.08
-0.11 -0.10 -0.03
0.10 0.09 0.00
-0.02 -0.01 -0.20
0.00 -0.09 0.11
-0.19 0.05 0.09
0.06 0.08 0.03
0.11 -0.05 0.04

DFT (ωB97M-V/def2-TZVPD) results for C40H30N7PtS2 as an isolated structure at a distorted geometry.

The strongest force on any atom is 2.94 eV Å⁻¹. Its charge is +1. The value obtained for the HOMO-LUMO gap is 5.41 eV. The relative energy (zero: lowest compared OMol25 entry of this formula, charge and spin) is 1.075 eV. The calculation puts the HOMO energy at -8.8 eV.

Geometry (Å):
Pt -0.04302 -0.16901 -0.01957
C 0.93252 -6.01477 -3.56283
C 0.36236 -4.76904 -2.97016
C -0.91817 -4.74132 -2.41893
C -1.42881 -3.59011 -1.86481
C -0.68816 -2.39453 -1.81536
N -1.21613 -1.26224 -1.22649
C -2.56465 -1.01563 -1.38446
C -3.17580 -1.24125 -2.63090
C -4.50305 -0.95979 -2.85337
C -5.30489 -0.44054 -1.83762
C -6.74004 -0.10758 -2.08067
C -4.72108 -0.20980 -0.60336
C -3.37809 -0.48911 -0.36109
N -2.87532 -0.21174 0.92322
C -3.60895 -0.11726 2.05172
C -2.79840 0.38104 3.04650
C -1.55808 0.55983 2.44372
N -1.61221 0.17409 1.16920
C 0.61646 -2.44121 -2.34719
C 1.11403 -3.60790 -2.91568
N 1.47017 -1.32659 -2.30532
C 2.47690 -1.06480 -3.16117
C 3.16630 0.02521 -2.67991
C 2.50526 0.37959 -1.50760
N 1.47913 -0.44347 -1.29814
H 0.14753 -6.69638 -3.87853
H 1.54225 -6.52836 -2.82071
H 1.57538 -5.78442 -4.40877
H -1.51258 -5.64303 -2.41697
H -2.41653 -3.59448 -1.42789
H -2.56138 -1.62340 -3.43252
H -4.92769 -1.12855 -3.83185
H -7.13846 -0.67502 -2.91757
H -6.83426 0.95041 -2.32170
H -7.34253 -0.29527 -1.19559
H -5.33107 0.21629 0.17875
H -4.63013 -0.42935 2.09214
H -3.05185 0.58248 4.06671
H -0.65311 0.93876 2.87817
H 2.11924 -3.62313 -3.30939
H 2.62767 -1.63865 -4.05008
H 4.02468 0.50233 -3.10597
H 2.72344 1.19127 -0.84124
S -0.59200 5.23253 -2.70790
C -0.45363 6.88395 -3.16076
C 0.35615 7.58201 -2.31994
C 0.88232 6.78886 -1.28841
C 0.46724 5.47762 -1.34175
C 0.80722 4.41307 -0.44945
C 0.29465 3.12060 -0.61737
N 0.59992 2.10282 0.15376
C 1.46614 2.28642 1.19825
C 2.01213 3.57719 1.47033
C 2.89115 3.72436 2.58793
C 3.20595 2.67500 3.37402
C 2.68443 1.36802 3.11202
C 2.96712 0.27979 3.90136
C 2.41773 -0.99005 3.59441
C 1.61100 -1.07681 2.46017
N 1.32237 -0.04249 1.67846
C 1.82361 1.19680 1.98744
C 2.71004 -2.11266 4.43760
C 2.27595 -3.41465 4.35007
C 2.78461 -4.23650 5.36868
C 3.59984 -3.57197 6.23257
S 3.76474 -1.91855 5.81861
C 1.68197 4.62115 0.63882
H -0.98258 7.23675 -4.02315
H 0.57027 8.63080 -2.42930
H 1.54169 7.17744 -0.53422
H -0.38896 2.92412 -1.43305
H 3.29083 4.70930 2.77815
H 3.86179 2.78313 4.22439
H 3.60383 0.39236 4.76313
H 1.18188 -2.02869 2.17280
H 1.61327 -3.77178 3.58203
H 2.55618 -5.28293 5.45746
H 4.11708 -3.95311 7.09099
H 2.10520 5.59254 0.82514

Forces on the atoms, in the same order (eV/Å):
-0.65 -1.75 -0.65
0.14 -0.12 0.11
-0.10 0.31 -0.04
0.11 0.13 -0.09
0.23 0.07 0.05
0.30 -0.23 -0.07
0.00 0.25 -0.11
-0.23 0.24 0.08
-0.07 0.20 0.16
0.06 -0.04 0.19
0.22 -0.19 0.17
-0.05 0.21 -0.01
-0.05 0.02 -0.27
0.03 -0.28 -1.17
-0.01 -0.14 0.71
0.34 0.09 0.26
0.00 0.03 -0.15
-0.34 -0.13 0.01
0.14 0.19 0.38
-0.88 -0.66 0.27
-0.17 -0.24 0.10
0.31 0.35 -0.36
0.13 0.40 0.16
-0.06 -0.13 0.10
0.09 -0.14 -0.26
0.19 0.22 0.23
-0.01 -0.05 -0.09
0.07 -0.15 0.02
0.00 -0.07 -0.12
-0.09 -0.09 -0.01
-0.06 0.01 0.00
0.03 -0.03 -0.05
-0.04 -0.04 -0.11
-0.08 -0.05 0.00
-0.12 0.10 -0.06
-0.12 -0.06 0.02
-0.02 0.09 0.08
-0.22 -0.03 -0.11
-0.12 0.02 0.15
0.13 -0.07 -0.04
0.13 0.00 0.02
-0.04 -0.18 -0.15
0.12 0.05 -0.12
-0.09 0.03 0.11
0.38 0.54 0.34
-0.01 -0.42 0.15
-0.16 0.15 -0.28
-0.14 -0.63 0.08
-0.42 0.92 -0.92
1.12 -0.06 1.48
0.09 -0.24 0.18
0.85 0.89 1.07
-0.77 2.26 -1.71
-0.11 -1.52 0.34
0.13 0.03 0.15
0.04 0.10 0.03
-0.68 0.65 -1.13
-0.62 -1.70 -0.25
0.72 1.97 0.28
-0.25 0.15 -0.52
0.78 1.21 0.70
0.56 -2.31 1.46
0.33 -0.93 0.81
0.08 0.70 -0.16
0.20 -0.20 0.35
-0.06 0.29 -0.18
-0.39 -0.48 -0.38
-1.03 0.10 -1.39
-0.10 0.11 -0.19
0.00 0.13 -0.07
0.12 0.05 0.15
-0.10 -0.15 -0.03
0.10 0.07 0.12
0.09 0.13 0.07
0.12 0.10 0.12
-0.03 0.07 -0.08
-0.12 -0.05 -0.15
-0.02 -0.18 0.05
0.08 -0.12 0.15
0.06 0.21 0.02

DFT (ωB97M-V/def2-TZVPD) results for a 17-piece molecular cluster, C22H43Cl32N2 overall at a distorted geometry.

The strongest force on any atom is 2.13 eV Å⁻¹. Its charge is +1. The value obtained for the HOMO-LUMO gap is 10.06 eV. The calculation puts the HOMO energy at -12.1 eV.

Geometry (Å):
C -1.31906 -2.03226 2.96209
C -1.17919 -2.41294 1.46244
C 0.15372 -3.14358 1.23715
N 1.22781 -2.17423 0.88989
C 1.23632 -1.24125 -0.11348
C 2.45436 -0.61103 0.01216
N 3.08608 -1.19218 1.05970
C 2.34170 -2.16232 1.60664
H -1.92991 -2.76980 3.48789
H -1.84546 -1.06870 3.00623
H -0.33605 -1.88977 3.42747
H -1.99645 -3.04543 1.10112
H -1.24734 -1.47971 0.89529
H 0.49545 -3.70013 2.11595
H 0.10390 -3.87718 0.42086
H 0.40591 -1.08850 -0.78817
H 2.75465 0.19647 -0.63783
H 4.01055 -0.89423 1.35465
H 2.63861 -2.77728 2.44526
C -3.19836 0.80489 -1.14753
Cl -3.76406 -0.30071 0.11123
Cl -1.77062 0.18398 -1.98501
H -3.99145 0.94287 -1.87074
H -2.94628 1.75469 -0.68788
C -2.41720 2.86390 -4.84797
Cl -3.90319 2.68908 -3.90376
Cl -0.96935 2.82880 -3.82526
H -2.36526 2.04215 -5.56418
H -2.45069 3.81337 -5.37020
C -4.04303 -0.67579 -7.03918
Cl -3.54625 1.02061 -7.05249
Cl -3.12651 -1.60407 -5.84316
H -5.09745 -0.72841 -6.79230
H -3.86816 -1.09968 -8.02162
C 5.96735 0.97871 -0.29214
Cl 6.11288 0.47047 1.39623
Cl 6.28665 -0.36417 -1.39713
H 4.95925 1.34306 -0.45655
H 6.68316 1.76906 -0.48849
C -0.61293 2.36446 1.42574
Cl 0.11965 0.87262 0.79328
Cl 0.42836 3.12573 2.63172
H -0.76436 3.05718 0.60369
H -1.56509 2.12167 1.88750
C 4.48384 -2.99696 -2.97788
Cl 3.13806 -2.55497 -1.90615
Cl 3.91980 -3.40214 -4.59499
H 5.16300 -2.15613 -3.04516
H 4.99620 -3.85742 -2.56027
C -2.55263 6.57087 -2.70617
Cl -3.39306 6.69932 -4.25686
Cl -3.06956 5.13802 -1.80818
H -1.48670 6.49888 -2.89252
H -2.77007 7.45295 -2.11452
C 7.32694 -4.56273 -6.47201
Cl 7.23065 -3.65359 -4.95688
Cl 7.36512 -6.30282 -6.18201
H 6.45653 -4.32651 -7.07447
H 8.23227 -4.27333 -6.99331
C 0.43256 6.19953 4.82742
Cl -0.44796 5.77847 6.30046
Cl -0.02966 7.79568 4.22856
H 1.49549 6.20022 5.04350
H 0.20831 5.46152 4.06518
C -5.39788 4.79531 -7.20084
Cl -5.76986 6.44587 -7.70077
Cl -3.79308 4.29376 -7.75734
H -5.42157 4.74317 -6.11697
H -6.13757 4.12448 -7.62341
C -7.06163 1.79319 0.45635
Cl -7.40371 0.86093 -1.00509
Cl -5.57280 2.73208 0.28840
H -7.88438 2.47513 0.63880
H -6.95025 1.10917 1.29041
C 5.91124 -3.71841 2.68590
Cl 4.47826 -3.88337 3.72636
Cl 7.39155 -3.72373 3.63452
H 5.93187 -4.55066 1.99086
H 5.84439 -2.78041 2.14370
C -4.26833 -5.33790 3.54709
Cl -4.64854 -3.69104 3.02922
Cl -2.64873 -5.82342 3.02367
H -4.31458 -5.38336 4.62927
H -4.99384 -6.01677 3.11360
C -2.77842 -4.31581 -2.92582
Cl -2.09548 -5.80133 -3.58771
Cl -1.70388 -3.58527 -1.72118
H -2.92754 -3.60747 -3.73278
H -3.72555 -4.54542 -2.45075
C 4.86728 -2.39516 6.96652
Cl 5.37921 -0.70413 6.87523
Cl 5.84005 -3.31004 8.12048
H 3.82889 -2.42938 7.27897
H 4.98008 -2.84120 5.98493
C 0.55811 5.41825 10.02035
Cl 0.01443 4.30062 11.27598
Cl 2.01234 4.82767 9.20731
H -0.23091 5.52886 9.28515
H 0.77906 6.37651 10.47674

Forces on the atoms, in the same order (eV/Å):
-0.54 0.37 -0.78
0.28 -0.14 0.81
-0.38 0.04 -1.05
-0.86 -1.66 1.02
1.28 -0.47 0.54
-1.86 -0.36 -0.73
1.23 0.66 0.20
0.19 1.19 -1.02
0.37 0.08 0.13
0.08 -0.25 0.26
-0.23 -0.12 0.04
0.10 0.09 0.29
0.25 -0.37 -0.26
-0.14 0.27 -0.05
-0.04 0.30 0.07
0.18 -0.19 0.03
0.60 -0.10 0.46
-0.06 -0.16 0.18
-0.25 0.06 -0.20
-0.02 0.07 0.06
0.03 -0.09 0.09
-0.14 -0.25 -0.09
0.02 -0.09 0.00
0.03 -0.04 0.00
0.25 0.00 -0.14
-0.13 -0.11 -0.24
0.09 0.22 -0.14
0.20 0.38 0.66
-0.02 0.06 0.15
-0.07 -0.06 -0.07
-0.48 -0.48 -0.63
0.00 -0.04 0.01
0.05 0.05 0.10
0.11 0.02 0.04
-0.01 0.06 -0.21
-0.06 0.00 0.15
-0.02 0.10 0.05
0.02 -0.05 0.00
0.07 -0.08 0.10
-0.29 0.07 0.00
-0.51 1.33 0.68
0.00 -0.04 -0.03
0.12 -0.04 -0.02
0.08 -0.07 0.05
0.14 -0.31 -0.19
0.41 -0.28 -0.43
-0.26 0.02 0.02
-0.13 0.07 -0.02
-0.10 -0.02 0.00
0.10 0.07 0.01
0.05 0.02 -0.03
0.06 0.15 0.24
-0.05 -0.09 -0.05
-0.11 -0.05 -0.03
-0.05 -0.06 -0.15
0.30 0.11 0.04
-0.01 0.02 -0.05
-0.05 -0.02 0.11
0.03 -0.02 0.11
0.10 -0.02 -0.05
-0.01 -0.10 -0.01
0.05 -0.02 -0.06
-0.05 0.08 0.09
-0.12 0.08 0.05
-0.14 -0.01 0.13
-0.03 -0.02 0.04
0.03 0.05 -0.05
0.10 0.04 -0.02
0.07 0.03 -0.09
-0.08 -0.10 0.07
-0.02 -0.02 0.02
-0.01 0.22 0.06
0.05 0.04 -0.10
0.09 -0.03 -0.07
0.27 0.00 -0.13
-0.08 -0.11 -0.12
-0.06 0.04 -0.04
-0.06 -0.06 0.11
-0.01 0.02 0.09
-0.08 -0.05 0.06
-0.08 0.01 0.00
0.01 -0.05 0.01
0.09 0.07 -0.02
0.06 0.04 -0.09
-0.11 -0.08 -0.15
-0.05 0.03 -0.01
-0.03 0.08 0.02
0.10 0.01 0.03
0.08 -0.03 0.09
-0.02 -0.07 -0.01
-0.06 0.04 -0.09
-0.04 -0.05 -0.03
0.06 0.06 0.09
0.11 0.08 0.16
-0.06 0.08 0.00
-0.05 0.04 0.00
0.02 0.05 -0.05
0.04 -0.09 -0.01
0.07 -0.07 0.04

| no. | DFT total energy (Ha) |
| --- | --- |
| 1 | -348.193917 |
| 2 | -2841.107605 |
| 3 | -15699.439794 |